Entry 1:
C43H50Br2Cl3NOP3RbS2 | the ωB97M-V functional and the def2-TZVPD basis

Cartesian coordinates (Å):
Rb: 0.03586 0.05121 0.20347
C: 4.03490 -2.31940 -0.72378
C: 3.31342 -3.48441 0.02979
C: 3.38830 -4.79339 -0.72973
P: 1.54521 -2.96815 0.51020
C: 1.23034 -3.96952 2.12661
C: -0.26762 -4.08281 2.34604
C: 1.97328 -5.26476 2.47957
C: 0.51982 -3.82141 -0.74344
C: 0.10304 -5.17002 -0.51280
C: -0.80948 -5.78416 -1.36162
C: -1.36222 -5.09062 -2.43001
C: -0.94099 -3.81140 -2.70627
C: 0.01990 -3.16667 -1.89228
N: 0.44177 -1.90715 -2.23944
C: 1.38300 -1.85767 -3.15711
C: 2.01821 -2.99986 -3.70086
C: 3.17002 -2.91897 -4.50361
C: 3.61065 -1.67050 -4.94271
C: 2.86287 -0.54956 -4.49230
C: 1.80222 -0.58278 -3.65855
P: 1.00367 0.93105 -2.99917
C: 1.83883 2.44842 -3.60810
C: 1.93026 2.78155 -5.09646
C: 3.22146 2.64587 -2.96787
C: -0.70151 1.14752 -3.90976
C: -0.81166 0.12954 -5.04521
C: -1.89847 1.25095 -2.95409
H: 5.11714 -2.44190 -0.69161
H: 3.63824 -2.19602 -1.71588
H: 3.70381 -1.35680 -0.26797
H: 3.78635 -3.47352 1.00843
H: 3.07730 -4.85945 -1.78827
H: 4.40022 -5.15329 -0.70340
H: 2.75006 -5.57118 -0.19992
H: 1.61169 -3.15734 2.79619
H: -0.64843 -5.02794 1.93826
H: -0.43817 -4.09096 3.46226
H: -0.84529 -3.21596 2.03620
H: 1.62882 -6.06460 1.83957
H: 3.01545 -5.23237 2.35792
H: 1.75653 -5.55283 3.55779
H: 0.57722 -5.71791 0.30295
H: -1.25291 -6.75286 -1.14830
H: -2.20974 -5.54889 -2.95495
H: -1.31265 -3.25898 -3.56104
H: 1.65787 -3.98010 -3.39694
H: 3.61765 -3.83344 -4.84939
H: 4.53094 -1.51511 -5.52527
H: 3.22334 0.44295 -4.79415
H: 1.18722 3.25368 -3.17496
H: 2.82478 2.40132 -5.58494
H: 1.17767 2.30107 -5.69258
H: 1.85675 3.84759 -5.31202
H: 3.86943 1.75134 -3.23546
H: 3.74464 3.62027 -3.25868
H: 3.17163 2.67719 -1.83878
H: -0.45441 2.11480 -4.38040
H: -0.78005 -0.87948 -4.65078
H: -1.84187 0.20219 -5.54261
H: -0.05939 0.26644 -5.78869
H: -2.10915 0.22289 -2.54146
H: -1.77148 1.96023 -2.11664
H: -2.85574 1.58738 -3.40273
Br: 2.95434 1.05207 2.76009
C: 1.19581 1.77093 3.23995
Br: 1.12437 2.70679 4.87434
H: 0.55343 0.93934 3.36198
H: 0.82207 2.46791 2.45052
Cl: -2.97166 -2.29724 8.08116
C: -2.27280 -2.02968 6.50668
C: -3.01791 -2.05810 5.32467
C: -2.41218 -1.69493 4.13309
Cl: -3.43194 -1.91603 2.68005
C: -1.06661 -1.24155 3.97763
O: -0.46926 -0.89196 2.93507
C: -0.42365 -1.24494 5.25122
Cl: 1.28231 -0.91246 5.34783
C: -0.93561 -1.67772 6.44317
H: -4.02795 -2.43357 5.29861
H: -0.26947 -1.67598 7.29148
S: -2.28841 5.46050 -1.51626
P: -1.74413 4.62341 0.22824
S: -0.14609 3.47398 0.35828
C: -3.20467 3.85016 1.04940
C: -3.00360 2.80623 1.96519
C: -4.07279 2.24133 2.68919
C: -5.36343 2.68421 2.41874
C: -5.56035 3.67010 1.47955
C: -4.49332 4.20988 0.76859
C: -1.44303 6.01957 1.34239
C: -1.81918 7.27344 0.93584
C: -1.71240 8.35257 1.78118
C: -1.22973 8.18212 3.07642
C: -0.97643 6.91242 3.52082
C: -1.07090 5.81575 2.66272
H: -2.01477 2.41686 2.24795
H: -3.92250 1.52307 3.44643
H: -6.23036 2.28158 2.89473
H: -6.57306 4.15234 1.34186
H: -4.69396 4.97194 0.00991
H: -2.20613 7.44141 -0.10841
H: -1.99941 9.34924 1.48744
H: -1.10016 8.97358 3.80161
H: -0.86129 6.69083 4.59456
H: -0.90383 4.81922 3.06387

Summary:
- Highest occupied orbital energy: -2.022 eV
- Relative energy (zero: lowest compared OMol25 entry of this formula, charge and spin): 0.2 kcal/mol
- Strongest force on any atom: 2.65 eV/Å
- Charge: -2
- HOMO-LUMO gap: 5.70 eV
- LUMO: 3.68 eV

Results of the Mulliken charge analysis, in e, for atoms 1 through 8: 0.698 -1.280 0.191 -1.336 0.530 0.767 -1.419 -1.638

---

Entry 2:
C26H41AlClN2O3 | the ωB97M-V functional and the def2-TZVPD basis

Cartesian coordinates (Å):
C: 4.88022 1.31081 0.98694
O: 4.99463 -0.09352 1.05737
C: 3.98404 -0.71537 1.85458
C: 2.86366 -1.28158 0.97224
C: 1.64739 -0.32267 0.77428
Al: 0.99068 -0.38627 -1.14085
C: -0.92125 0.38417 -1.13164
C: -0.98979 1.85083 -1.60685
C: -2.16271 2.57385 -0.99418
Cl: -1.98470 4.39611 -1.19259
C: 2.07067 0.80658 -2.39624
C: 3.13167 0.11403 -3.18202
C: 2.99878 -0.03559 -4.57185
C: 3.96355 -0.66496 -5.35076
C: 5.10078 -1.18915 -4.74718
C: 5.24948 -1.04798 -3.37025
C: 4.29305 -0.40137 -2.59818
C: 0.82626 -2.31535 -1.74516
C: -0.42516 -2.94057 -1.61342
C: -0.62682 -4.27753 -1.96980
C: 0.41172 -5.03920 -2.48523
C: 1.66630 -4.45399 -2.62730
C: 1.85199 -3.11781 -2.26280
H: 3.84400 1.64447 0.93919
H: 5.39497 1.65072 0.09427
H: 5.33253 1.76691 1.87501
H: 4.47074 -1.54331 2.37102
H: 3.56994 -0.00384 2.56836
H: 2.48513 -2.21529 1.37971
H: 3.32929 -1.47161 0.00688
H: 0.82170 -0.68810 1.38883
H: 1.85135 0.69435 1.12003
H: -1.47558 -0.21302 -1.86437
H: -1.40111 0.24260 -0.16018
H: -1.04786 1.90890 -2.68991
H: -0.07618 2.37250 -1.31359
H: -3.09197 2.35182 -1.50374
H: -2.23798 2.42079 0.07167
H: 2.56353 1.56414 -1.77818
H: 1.41427 1.34281 -3.07870
H: 2.12215 0.36877 -5.05847
H: 3.80362 -0.72671 -6.41684
H: 5.83528 -1.69402 -5.35734
H: 6.13757 -1.46043 -2.90889
H: 4.43343 -0.31029 -1.52969
H: -1.25366 -2.38233 -1.20021
H: -1.61139 -4.70537 -1.82404
H: 0.25632 -6.06893 -2.77333
H: 2.48973 -5.04029 -3.00874
H: 2.85126 -2.71236 -2.37811
C: -2.35560 1.93701 2.80750
C: -1.49216 0.81069 3.31044
O: -1.58522 -0.32297 2.87197
N: -0.58303 1.10067 4.28313
C: -0.32860 2.37727 4.91574
H: -3.01121 1.54001 2.04116
H: -2.96750 2.34667 3.60620
H: -1.74197 2.72762 2.36790
H: -0.03270 0.30641 4.56753
H: 0.70707 2.68016 4.74578
H: -0.49551 2.30339 5.99306
H: -0.98427 3.14242 4.51481
C: -7.36101 1.76911 3.08068
C: -6.00493 1.10480 3.01047
O: -5.11250 1.35407 3.80331
N: -5.79379 0.20418 2.01587
C: -6.71015 -0.22256 0.97703
H: -7.36467 2.45544 3.92170
H: -7.56319 2.32969 2.16722
H: -8.14605 1.02638 3.22791
H: -4.86823 -0.20157 2.02984
H: -6.87618 -1.29907 1.04566
H: -6.28930 -0.00032 -0.00486
H: -7.66487 0.28424 1.07018

Summary:
- Highest occupied orbital energy: -4.682 eV
- Relative energy (zero: lowest compared OMol25 entry of this formula, charge and spin): 6.8 kcal/mol
- Strongest force on any atom: 1.32 eV/Å
- Charge: -1
- HOMO-LUMO gap: 6.98 eV
- LUMO: 2.30 eV

Results of the Mulliken charge analysis, in e, for atoms 1 through 8: -0.532 -0.438 -0.912 -0.245 -0.551 -0.879 -0.756 -0.738

---

Entry 3:
C5H8N2 | the ωB97M-V functional and the def2-TZVPD basis

Cartesian coordinates (Å):
C: 1.39621 -1.24261 0.68405
N: 0.61425 -0.12784 0.22478
C: 1.07548 0.74196 -0.75695
C: 0.31378 1.84099 -0.69029
N: -0.78823 2.16858 -0.22712
C: -1.66233 0.94616 -0.15115
C: -0.82777 -0.35013 0.08916
H: 1.26108 -2.14384 0.07273
H: 1.14795 -1.52218 1.71199
H: 2.45449 -0.98867 0.67091
H: 1.82577 0.51534 -1.50245
H: -2.35623 1.15470 0.66619
H: -2.27018 0.89104 -1.05722
H: -1.17307 -0.83949 1.00507
H: -1.01120 -1.04401 -0.73971

Summary:
- Highest occupied orbital energy (alpha / beta): -7.698 / -7.698 eV
- Relative energy (zero: lowest compared OMol25 entry of this formula, charge and spin): 80.7 kcal/mol
- Strongest force on any atom: 0.65 eV/Å
- SMILES: CN1C=C=NCC1
- HOMO-LUMO gap (alpha / beta): 8.00 / 7.99 eV
- LUMO (alpha / beta): 0.30 / 0.30 eV

Results of the natural (NBO) charge analysis, in e, for atoms 1 through 8: -0.400 -0.406 -0.189 0.290 -0.401 -0.250 -0.240 0.173

---

What is the formula in the third record?
C5H8N2

---

Among the records above, which one has the lowest relative energy (zero: lowest compared OMol25 entry of this formula, charge and spin)?
C43H50Br2Cl3NOP3RbS2